The following is a DFT calculation (ωB97M-V/def2-TZVPD) of an isolated molecule of C6H8N2S2 in a non-equilibrium geometry.

Bonds (Å) are listed after each position.
Cartesian coordinates (Å):
1 C -2.381 -1.589 0.185  N7 1.304, S9 1.581
2 C -2.526 0.846 -0.021  N7 1.451, N8 1.369, S10 1.715
3 C 1.064 0.336 0.190  C4 1.360, C5 1.421, H11 1.040
4 C 2.123 -0.432 -0.182  C3 1.360, C6 1.514, H12 1.127
5 C -0.263 0.110 -0.263  C3 1.421, N8 1.341, H13 1.135
6 C 3.519 0.027 0.184  C4 1.514, H14 1.077, H15 1.093, H16 1.084
7 N -2.951 -0.516 -0.288  C1 1.304, C2 1.451, H17 0.959
8 N -1.174 1.030 0.089  C2 1.369, C5 1.341, H18 1.095
9 S -2.799 -3.111 0.091  C1 1.581
10 S -3.652 2.128 0.155  C2 1.715
11 H 1.168 1.153 0.825  C3 1.040
12 H 1.777 -1.278 -0.841  C4 1.127
13 H -0.635 -0.826 -0.787  C5 1.135
14 H 3.958 -0.252 1.127  C6 1.077
15 H 4.207 -0.150 -0.647  C6 1.093
16 H 3.272 1.070 0.342  C6 1.084
17 H -3.859 -0.561 -0.593  N7 0.959
18 H -0.848 2.016 0.435  N8 1.095

Output
DFT total energy ... -1139.17103 hartree
Relative energy (zero: lowest compared OMol25 entry of this formula, charge and spin) ... 389.51 kJ/mol
F_max ... 4.008 eV Å⁻¹
Frontier orbital gap (alpha / beta) ... 7.35 / 6.01 eV